[1]
{
  "formula": "C29H18Cl7F6HgN5O4S2Se4",
  "method": "the ωB97M-V functional and the def2-TZVPD basis",
  "e_tot_ev": -437198.0368,
  "relative_energy_ev": 2.581,
  "homo_energy_ev": [-5.013, -5.459],
  "total_charge": -1,
  "multiplicity": 2,
  "symbols": ["Hg", "Se", "Se", "C", "C", "C", "C", "C", "N", "C", "C", "C", "C", "C", "N", "H", "H", "H", "H", "H", "H", "H", "H", "Se", "Se", "C", "C", "C", "C", "C", "N", "C", "C", "C", "C", "C", "N", "H", "H", "H", "H", "H", "H", "H", "H", "Cl", "C", "C", "C", "Cl", "C", "Cl", "C", "Cl", "C", "Cl", "Cl", "C", "Cl", "H", "H", "F", "C", "F", "F", "S", "O", "O", "N", "S", "O", "O", "C", "F", "F", "F"],
  "positions_angstrom": [[-0.1497, 0.3590, -0.0915], [-1.1579, -4.2778, -2.9160], [-0.9598, -2.0147, -3.2828], [-2.7098, -1.3627, -2.8985], [-3.8527, -2.1414, -3.0651], [-5.0810, -1.5746, -2.7949], [-5.1358, -0.2420, -2.4096], [-3.9443, 0.4470, -2.2814], [-2.7535, -0.0938, -2.5177], [0.4123, -4.4553, -1.8480], [0.7622, -5.6917, -1.3162], [1.9005, -5.7524, -0.5369], [2.6497, -4.6009, -0.3385], [2.2333, -3.4344, -0.9534], [1.1392, -3.3631, -1.7035], [-3.7572, -3.1715, -3.3794], [-5.9872, -2.1578, -2.8914], [-6.0782, 0.2481, -2.2123], [-3.9273, 1.4823, -1.9655], [0.1322, -6.5535, -1.4898], [2.1898, -6.6855, -0.0712], [3.5371, -4.6056, 0.2786], [2.7925, -2.5123, -0.8601], [-1.6616, 4.1427, 0.4818], [0.5599, 3.9342, 1.0651], [0.3007, 2.9670, 2.7174], [0.7419, 3.4907, 3.9261], [0.5001, 2.7583, 5.0776], [-0.1530, 1.5416, 4.9736], [-0.5407, 1.1017, 3.7160], [-0.3200, 1.8053, 2.6146], [-1.3647, 4.0193, -1.4038], [-2.4203, 4.1336, -2.3031], [-2.1292, 4.0292, -3.6502], [-0.8140, 3.8337, -4.0464], [0.1647, 3.7787, -3.0691], [-0.1048, 3.8718, -1.7735], [1.2312, 4.4550, 3.9482], [0.8087, 3.1381, 6.0433], [-0.3642, 0.9388, 5.8442], [-1.0329, 0.1511, 3.5721], [-3.4246, 4.3131, -1.9429], [-2.9174, 4.0965, -4.3875], [-0.5531, 3.7294, -5.0886], [1.2109, 3.6496, -3.3189], [3.2636, 0.5438, 0.2131], [3.1080, 0.4442, -1.5109], [1.8476, 0.5228, -2.0741], [1.7399, 0.4809, -3.4660], [0.2099, 0.6182, -4.2641], [2.8771, 0.3562, -4.2699], [2.7346, 0.3256, -5.9848], [4.1286, 0.2548, -3.6757], [5.5338, 0.1004, -4.6565], [4.2513, 0.3005, -2.2935], [5.8074, 0.1733, -1.5691], [-3.2589, 1.0250, 1.2512], [-3.9056, 0.9898, 2.8882], [-3.5421, 2.4853, 3.7649], [-3.4609, 0.1527, 3.4192], [-4.9857, 0.8954, 2.8326], [1.9895, -2.9487, 4.3274], [0.7067, -2.5715, 4.3141], [0.0126, -3.4837, 4.9967], [0.6208, -1.4246, 5.0019], [0.1087, -2.3577, 2.5448], [1.0279, -1.3673, 2.0541], [0.1393, -3.6684, 1.9785], [-1.3745, -1.8765, 2.8386], [-2.4211, -2.4985, 1.8323], [-2.0150, -2.4215, 0.4655], [-3.7452, -2.0618, 2.1574], [-2.5005, -4.3501, 2.2645], [-2.0101, -5.1735, 1.3466], [-3.7929, -4.6836, 2.4260], [-1.8995, -4.6015, 3.4296]],
  "mulliken_charge": [0.81, -0.25, 0.32, 0.30, -0.46, -0.55, -0.70, -0.26, 0.01, 0.61, -0.82, -0.29, -0.75, -0.13, -0.11, 0.32, 0.39, 0.42, 0.36, 0.35, 0.39, 0.42, 0.28, -0.03, 0.00, -0.17, -0.47, -0.50, -1.10, -0.23, 0.65, 0.60, -0.83, -0.26, -0.60, -0.59, -0.12, 0.44, 0.38, 0.51, 0.60, 0.43, 0.39, 0.45, 0.47, -0.15, 0.65, -0.95, 0.17, -0.17, 0.10, -0.22, 0.28, -0.22, 0.17, -0.21, 0.05, -0.43, -0.18, 0.09, 0.44, -0.22, 0.47, -0.22, -0.18, 0.77, -0.59, -0.50, -0.32, 0.86, -0.25, -0.69, 0.41, -0.22, -0.23, -0.20]
}

[2]
{
  "formula": "C4H9InO4",
  "method": "the ωB97M-V functional and the def2-TZVPD basis",
  "e_tot_ev": -17647.9883,
  "relative_energy_ev": 0.111,
  "homo_energy_ev": [-14.098, -13.988],
  "total_charge": 1,
  "multiplicity": 2,
  "symbols": ["In", "C", "O", "H", "H", "H", "C", "O", "C", "O", "O", "C", "H", "H", "H", "H", "H", "H"],
  "positions_angstrom": [[-2.7685, 22.1373, -14.5678], [-6.2146, 24.1751, -15.3881], [-5.3347, 23.6191, -14.5043], [-7.2770, 23.9747, -15.2492], [-6.3004, 25.2615, -15.4098], [-6.0197, 23.9311, -16.4324], [-2.8411, 16.4470, -12.6351], [-2.7392, 17.6719, -13.2709], [-1.9724, 18.1563, -14.3059], [-2.0386, 19.2505, -14.8681], [-0.9442, 17.3554, -14.5237], [0.1493, 17.6837, -15.4856], [-2.3390, 16.3073, -11.6777], [-2.4341, 15.5916, -13.1743], [-3.8836, 16.2301, -12.4022], [0.6950, 18.4866, -14.9900], [-0.2855, 18.0871, -16.4001], [0.7510, 16.7811, -15.5919]],
  "mulliken_charge": [0.95, -0.54, -0.28, 0.28, 0.28, 0.27, -0.65, -0.32, 0.81, -0.58, -0.34, -0.56, 0.30, 0.31, 0.28, 0.28, 0.29, 0.22]
}

[3]
{
  "formula": "C4H13NOS",
  "method": "the ωB97M-V functional and the def2-TZVPD basis",
  "e_tot_ev": -18728.7144,
  "smiles": "CCNCCS.O",
  "relative_energy_ev": 3.297,
  "homo_energy_ev": -7.844,
  "total_charge": 0,
  "multiplicity": 1,
  "symbols": ["C", "C", "N", "C", "C", "S", "H", "H", "H", "H", "H", "H", "H", "H", "H", "H", "H", "O", "H", "H"],
  "positions_angstrom": [[-2.0663, -1.4714, -2.1917], [-1.9117, 0.0169, -1.9290], [-1.3250, 0.0303, -0.4701], [-0.6222, -0.9149, 0.5871], [1.0366, -1.1032, 0.2756], [2.4368, -0.1419, 0.9558], [-1.3436, -2.0115, -1.5864], [-1.8468, -1.5940, -3.2578], [-3.1024, -1.8744, -1.8894], [-1.1059, 0.2991, -2.5018], [-2.8510, 0.7621, -2.0302], [-1.3673, 0.9477, -0.0676], [-0.5388, -0.4152, 1.6010], [-1.1532, -1.8654, 0.8059], [1.1505, -1.0075, -0.8158], [1.2866, -2.1855, 0.5840], [2.5709, -0.5151, 2.3144], [-0.0523, 3.1301, 1.4175], [-0.2909, 3.9924, 1.0439], [0.6784, 3.3197, 2.0056]],
  "mulliken_charge": [-0.96, -0.17, -0.30, -0.66, -0.45, -0.22, 0.24, 0.34, 0.25, 0.25, 0.24, 0.15, 0.30, 0.33, 0.22, 0.32, 0.12, -0.59, 0.30, 0.31]
}

[4]
{
  "formula": "CHCl5O2SSi",
  "method": "the ωB97M-V functional and the def2-TZVPD basis",
  "e_tot_ev": -86476.2478,
  "smiles": "O=S(=O)(Cl)[C@@H](Cl)[Si](Cl)(Cl)Cl",
  "relative_energy_ev": 0.000,
  "homo_energy_ev": -11.136,
  "total_charge": 0,
  "multiplicity": 1,
  "symbols": ["O", "S", "O", "Cl", "C", "Cl", "Si", "Cl", "Cl", "Cl", "H"],
  "positions_angstrom": [[-1.3220, 0.2939, -1.8642], [-0.2705, 0.8345, -1.1166], [1.0620, 0.5865, -1.5826], [-0.6938, 2.8576, -1.1400], [-0.3279, 0.3462, 0.6543], [-2.0096, 0.5502, 1.1232], [0.6096, -1.3690, 0.6525], [2.5137, -0.8853, 0.9413], [0.3071, -2.2426, -1.0376], [-0.2774, -2.2370, 2.1728], [0.4088, 1.2650, 1.1969]],
  "mulliken_charge": [-0.44, 0.90, -0.47, -0.23, -0.31, -0.08, 0.77, -0.18, -0.12, -0.19, 0.34]
}

[5]
{
  "formula": "C22H25O4Pm",
  "method": "the ωB97M-V functional and the def2-TZVPD basis",
  "e_tot_ev": -47964.1200,
  "homo_energy_ev": [1.904, 1.892],
  "total_charge": -2,
  "multiplicity": 5,
  "symbols": ["Pm", "C", "C", "C", "H", "C", "C", "H", "H", "H", "H", "C", "C", "C", "H", "C", "C", "H", "H", "H", "H", "O", "C", "C", "C", "C", "C", "H", "H", "H", "H", "H", "H", "H", "H", "H", "H", "O", "C", "C", "C", "C", "C", "C", "C", "O", "O", "H", "H", "H", "H", "H"],
  "positions_angstrom": [[0.0951, -0.2226, -0.3208], [2.4571, 0.6244, 0.8303], [2.8280, -0.2629, -0.2191], [2.4968, 0.3618, -1.4586], [3.2942, -1.2437, -0.1025], [1.9293, 1.6390, -1.1675], [1.9090, 1.7978, 0.2450], [1.5824, 2.6844, 0.7890], [2.6497, 0.4699, 1.8913], [2.6986, -0.0408, -2.4535], [1.6149, 2.3770, -1.9081], [-2.5030, 0.5245, 0.3573], [-1.7332, 1.6506, 0.7648], [-1.2510, 2.2996, -0.4044], [-1.6122, 2.0106, 1.7886], [-1.7047, 1.5706, -1.5374], [-2.4865, 0.4696, -1.0679], [-3.0131, -0.2518, -1.6931], [-3.0442, -0.1514, 1.0215], [-0.6655, 3.2197, -0.4306], [-1.5670, 1.8569, -2.5786], [0.3740, -2.1068, -1.3798], [-0.2910, -0.3663, -4.5390], [0.3499, -1.6528, -4.1352], [0.5045, 0.8694, -4.6202], [-1.7517, -0.3243, -4.7356], [0.5380, -2.5219, -2.7153], [1.3885, -1.6024, -4.5070], [-0.1477, -2.4181, -4.7575], [-0.1080, -3.4122, -2.8438], [1.5902, -2.8565, -2.7702], [0.5291, 1.2662, -5.6452], [1.5435, 0.6948, -4.3102], [0.1086, 1.6744, -3.9848], [-2.0272, -0.4666, -5.7952], [-2.1929, 0.6331, -4.4234], [-2.2493, -1.1234, -4.1673], [0.3894, 1.2975, 3.4830], [0.1231, 0.4293, 4.4800], [0.1699, 0.9190, 5.7955], [-0.1000, 0.0512, 6.8490], [-0.4168, -1.2938, 6.6057], [-0.4646, -1.7729, 5.2933], [-0.1975, -0.9348, 4.2083], [-0.3013, -1.4733, 2.8160], [-0.6681, -2.6231, 2.6110], [0.0220, -0.6111, 1.8501], [0.3007, 0.7216, 2.6569], [0.4173, 1.9686, 5.9484], [-0.0619, 0.4336, 7.8705], [-0.6305, -1.9705, 7.4363], [-0.7152, -2.8113, 5.0801]],
  "mulliken_charge": [0.93, -0.44, -0.88, -0.15, 0.38, -0.53, -0.53, 0.43, 0.46, 0.49, 0.41, -0.75, -0.35, -0.96, 0.59, -0.09, -0.63, 0.39, 0.43, 0.44, 0.34, -0.35, 1.16, -1.17, -1.17, -1.59, -0.36, 0.24, 0.35, 0.22, 0.11, 0.38, 0.13, -0.07, 0.43, 0.26, 0.17, -0.72, 0.50, -0.60, -0.21, -0.64, -0.68, 0.33, 0.62, -0.77, -0.31, 0.25, 0.38, 0.33, 0.35, 0.44]
}

[6]
{
  "formula": "C4H7FS",
  "method": "the ωB97M-V functional and the def2-TZVPD basis",
  "e_tot_ev": -17814.3416,
  "smiles": "F[C@@H]1CCSC1",
  "relative_energy_ev": 0.000,
  "homo_energy_ev": -8.732,
  "total_charge": 0,
  "multiplicity": 1,
  "symbols": ["F", "C", "C", "C", "S", "C", "H", "H", "H", "H", "H", "H", "H"],
  "positions_angstrom": [[-2.1984, -0.5162, -0.0858], [-0.9036, -0.3285, 0.3462], [-0.3240, 0.9572, -0.2425], [1.1784, 0.9391, 0.0670], [1.6913, -0.8279, -0.0277], [0.0014, -1.4588, -0.1343], [-0.9045, -0.2613, 1.4499], [-0.8155, 1.8198, 0.1758], [-0.5082, 0.9246, -1.3101], [1.7663, 1.5377, -0.6359], [1.3906, 1.2796, 1.0936], [-0.2609, -1.6996, -1.1702], [-0.1128, -2.3658, 0.4738]],
  "mulliken_charge": [-0.33, 0.13, -0.69, -0.52, -0.16, -0.61, 0.27, 0.32, 0.30, 0.34, 0.30, 0.32, 0.33]
}

Question: Look up the multiplicity of the third one.
Answer: 1